--- one ---
{
  "formula": "CH4BrN4",
  "method": "ωB97M-V with the def2-TZVPD basis set",
  "orbital_gap_ev": [8.1, 8.1],
  "charge": 1,
  "multiplicity": 1,
  "symbols": ["C", "N", "N", "N", "N", "Br", "H", "H", "H", "H"],
  "xyz": [[-0.31469, 0.40512, -0.26558], [1.52950, 1.79320, -0.18971], [0.40560, 1.37990, -0.07931], [-1.36080, -0.28188, -0.47809], [1.37143, -1.00061, -0.41733], [2.88469, -0.14149, 0.04295], [1.94050, 2.42433, 0.49807], [-1.50479, -0.46324, -1.43830], [-1.93725, -0.72608, 0.26517], [0.95148, -1.63861, 0.36795]],
  "mulliken_charge": [0.486, -0.665, 0.418, -0.330, -0.495, 0.347, 0.363, 0.270, 0.294, 0.312]
}

***

--- two ---
{
  "formula": "CH4BrN4",
  "method": "ωB97M-V with the def2-TZVPD basis set",
  "orbital_gap_ev": 8.6,
  "charge": 1,
  "multiplicity": 1,
  "symbols": ["C", "N", "N", "N", "N", "Br", "H", "H", "H", "H"],
  "xyz": [[-0.16145, -0.82910, -0.06093], [2.09770, -0.14097, 0.10173], [1.00204, -0.64621, -0.14258], [0.79533, 2.30299, 1.06045], [-1.39806, -1.23531, -0.09599], [2.23993, 1.54242, 1.32342], [2.72066, -0.43248, -0.69656], [0.88906, 3.14400, 0.40646], [-2.08094, -0.93843, -0.82491], [-1.62879, -1.91912, 0.48191]],
  "mulliken_charge": [0.318, -0.612, 0.433, -0.456, -0.332, 0.562, 0.291, 0.284, 0.279, 0.232]
}

***

Best to worst by energy: one, two.

***

--- one ---
{
  "formula": "C4H13NO2",
  "method": "ωB97M-V with the def2-TZVPD basis set",
  "smiles": "CC(C)=CN.O.O",
  "orbital_gap_ev": 8.9,
  "charge": 0,
  "multiplicity": 1,
  "symbols": ["C", "C", "C", "N", "C", "H", "H", "H", "H", "H", "H", "H", "H", "H", "H", "H", "O", "H", "H", "O"],
  "xyz": [[-1.05688, -0.30318, 1.93526], [0.44012, -0.25288, 1.85686], [1.05311, 0.53591, 0.95788], [0.24170, 1.47161, 0.17607], [1.28033, -0.94129, 2.90149], [-1.54210, -0.41564, 0.94285], [-1.36090, -1.23411, 2.42578], [-1.49290, 0.67096, 2.20132], [2.10419, 0.77040, 0.97271], [0.90757, 2.14760, -0.19531], [-0.16834, 2.07570, 0.89164], [1.67557, -1.88803, 2.54339], [2.09366, -0.34638, 3.30423], [0.68590, -1.02790, 3.81573], [1.20882, -2.74557, -2.39678], [-0.09713, -2.25141, -2.73705], [0.27456, -3.02468, -2.26994], [-2.37971, 2.37326, -5.04784], [-1.56636, 1.92774, -6.29794], [-2.30123, 2.45791, -5.98036]],
  "mulliken_charge": [-1.250, 0.769, -0.433, -0.635, -1.313, 0.335, 0.383, 0.287, 0.339, 0.284, 0.237, 0.262, 0.364, 0.375, 0.315, 0.316, -0.635, 0.317, 0.319, -0.636]
}

***

--- two ---
{
  "formula": "C4H13NO2",
  "method": "ωB97M-V with the def2-TZVPD basis set",
  "smiles": "C/C=C/NC.O.O",
  "orbital_gap_ev": 8.7,
  "charge": 0,
  "multiplicity": 1,
  "symbols": ["C", "C", "C", "N", "C", "H", "H", "H", "H", "H", "H", "H", "H", "H", "H", "H", "O", "H", "H", "O"],
  "xyz": [[1.05328, -2.67305, 0.49075], [0.22981, -1.52801, 0.02835], [0.77748, -0.31075, 0.10751], [0.49498, 0.67749, -0.88824], [1.33816, 1.71056, -1.34685], [2.14682, -2.43265, 0.65310], [1.11560, -3.57358, -0.24604], [0.74881, -2.99043, 1.41005], [-0.74607, -1.58028, -0.30595], [1.60914, 0.04195, 0.75896], [0.07317, 0.09998, -1.57112], [2.42179, 1.53512, -1.22858], [1.04178, 2.76955, -0.93659], [1.31633, 1.80650, -2.41021], [-1.38858, 2.42483, 0.66545], [-0.50027, 1.24969, 0.64379], [-1.30319, 1.54328, 0.98833], [-2.64699, 0.34639, 1.27401], [-4.16480, 0.82876, 0.85234], [-3.61725, 0.05465, 1.06091]],
  "mulliken_charge": [-1.195, -0.244, -0.240, -0.286, -0.887, 0.299, 0.285, 0.316, 0.515, 0.377, 0.172, 0.316, 0.198, 0.362, 0.264, 0.417, -0.687, 0.419, 0.274, -0.673]
}

***

--- three ---
{
  "formula": "C4H13NO2",
  "method": "ωB97M-V with the def2-TZVPD basis set",
  "smiles": "CC(C)(N)CO.O",
  "orbital_gap_ev": 10.3,
  "charge": 0,
  "multiplicity": 1,
  "symbols": ["C", "C", "C", "C", "H", "H", "H", "H", "H", "H", "H", "H", "H", "H", "H", "H", "H", "N", "O", "O"],
  "xyz": [[-1.51121, -0.66589, 1.39707], [-1.24030, 0.05126, 0.04851], [-1.94756, 1.36646, -0.10837], [0.26637, 0.49036, -0.07822], [-2.34507, -1.38864, 1.35256], [-0.64425, -1.18455, 1.74886], [-1.82684, 0.06962, 2.15727], [-1.63391, 2.18850, 0.55856], [-1.93771, 1.73358, -1.17984], [-3.04698, 1.24472, -0.01051], [-1.63372, -1.82640, -0.84013], [-1.27673, -0.67577, -1.99070], [0.58504, 0.82746, 0.93301], [0.41192, 1.29686, -0.84002], [0.66499, -1.24008, -0.80747], [4.49463, 1.05110, 0.17300], [3.39580, 0.00870, -0.21319], [-1.69832, -0.82508, -1.05300], [1.14408, -0.55643, -0.31213], [4.26558, 0.08360, 0.15909]],
  "mulliken_charge": [-1.612, 1.657, -1.706, -0.897, 0.445, 0.364, 0.334, 0.335, 0.393, 0.380, 0.269, 0.250, 0.354, 0.360, 0.296, 0.312, 0.339, -0.726, -0.498, -0.647]
}

***

--- four ---
{
  "formula": "C4H13NO2",
  "method": "ωB97M-V with the def2-TZVPD basis set",
  "smiles": "C[C@H](N)[C@@H](C)O.O",
  "orbital_gap_ev": 10.6,
  "charge": 0,
  "multiplicity": 1,
  "symbols": ["C", "C", "C", "C", "O", "N", "H", "H", "H", "H", "H", "H", "H", "H", "H", "H", "H", "H", "H", "O"],
  "xyz": [[-0.00609, -0.89658, 1.75046], [0.13868, -0.79967, 0.22977], [-0.90539, 0.14720, -0.37359], [-2.34139, -0.26850, -0.13147], [-0.73313, 1.47658, 0.19934], [1.49324, -0.37963, -0.12460], [0.60787, -0.18314, 2.30602], [-1.01890, -0.78139, 2.10237], [0.42549, -1.83505, 2.12202], [-0.09339, -1.79088, -0.18052], [-0.72798, 0.30527, -1.44124], [-2.99076, 0.08492, -0.93228], [-2.40323, -1.35685, -0.20072], [-2.70621, 0.13080, 0.80539], [0.22404, 1.59757, 0.08708], [2.18762, -0.74329, 0.52432], [1.74699, -0.84155, -0.97573], [2.96789, 1.81291, -2.36958], [1.90861, 1.97324, -1.29875], [2.22603, 2.34805, -2.09827]],
  "mulliken_charge": [-1.429, 0.231, 0.309, -1.412, -0.581, -0.579, 0.372, 0.347, 0.365, 0.294, 0.300, 0.355, 0.327, 0.385, 0.258, 0.213, 0.255, 0.309, 0.328, -0.647]
}

***

Best to worst by energy: four, three, one, two.

***

--- one ---
{
  "formula": "C3H4",
  "method": "ωB97M-V with the def2-TZVPD basis set",
  "orbital_gap_ev": [11.6, 6.1],
  "charge": 0,
  "multiplicity": 1,
  "symbols": ["C", "C", "C", "H", "H", "H", "H"],
  "xyz": [[2.04053, -0.46275, -0.58684], [1.86234, 0.09460, 0.43702], [-1.67718, 0.22908, 0.48921], [2.39681, -1.00757, -1.45492], [-1.35317, -0.27198, -0.36844], [-0.80237, 0.47789, 1.01932], [-2.46696, 0.94073, 0.46465]],
  "mulliken_charge": [-0.252, -0.103, -0.707, 0.350, 0.258, 0.178, 0.276]
}

***

--- two ---
{
  "formula": "C3H4",
  "method": "ωB97M-V with the def2-TZVPD basis set",
  "smiles": "C1=CC1",
  "orbital_gap_ev": 10.3,
  "charge": 0,
  "multiplicity": 1,
  "symbols": ["C", "C", "C", "H", "H", "H", "H"],
  "xyz": [[0.73574, 0.65546, -0.04636], [0.70319, -0.65243, -0.01179], [-0.57792, -0.01992, -0.07409], [1.26588, 1.66244, 0.20598], [1.22684, -1.67269, -0.21918], [-1.34098, 0.20046, 0.89909], [-1.21196, -0.15198, -1.04998]],
  "mulliken_charge": [-0.200, -0.169, -0.476, 0.280, 0.270, 0.138, 0.157]
}

***

Best to worst by energy: two, one.

***

--- one ---
{
  "formula": "C5H7FN2",
  "method": "ωB97M-V with the def2-TZVPD basis set",
  "smiles": "[H]/N=C(\\N)C(=C)C(=C)F",
  "orbital_gap_ev": 9.3,
  "charge": 0,
  "multiplicity": 1,
  "symbols": ["C", "C", "C", "C", "C", "H", "H", "H", "H", "H", "H", "H", "N", "N", "F"],
  "xyz": [[0.48506, 0.80453, 0.76991], [0.08788, 0.42234, -0.63627], [0.92331, 0.78981, -1.57924], [-1.04496, -0.52664, -0.68050], [-1.09611, -1.86261, -1.15687], [-1.01395, 0.00347, 2.02150], [0.45502, 0.39413, 2.81148], [1.61111, 1.76586, 1.98436], [1.92218, 1.23000, -1.46841], [0.47781, 0.57380, -2.62013], [-0.15835, -2.68757, -1.14531], [-1.95126, -2.49890, -1.16218], [0.04518, 0.11887, 1.94911], [1.46203, 1.61379, 0.92527], [-2.20496, -0.14088, -0.01273]],
  "mulliken_charge": [0.349, 0.465, -0.639, 0.316, -0.807, 0.220, 0.221, 0.195, 0.351, 0.262, 0.188, 0.342, -0.507, -0.658, -0.298]
}

***

--- two ---
{
  "formula": "C5H7FN2",
  "method": "ωB97M-V with the def2-TZVPD basis set",
  "smiles": "F[C@@H]1CN=CN2C[C@H]12",
  "orbital_gap_ev": 10.0,
  "charge": 0,
  "multiplicity": 1,
  "symbols": ["C", "C", "C", "C", "C", "H", "H", "H", "H", "H", "H", "H", "N", "N", "F"],
  "xyz": [[-0.21676, 1.09098, 0.39639], [0.97000, 0.64328, 0.99107], [0.84598, -1.38373, -0.18487], [-1.30120, -0.66656, -0.94307], [-1.20027, -0.00749, 0.31610], [-0.39394, 1.95666, 1.16918], [1.77818, 1.43196, 1.07888], [0.62423, 0.47194, 1.94257], [1.34309, -2.32220, -0.51998], [-0.77046, -0.58548, -1.90743], [-2.24244, -1.25082, -1.38778], [-2.01004, -0.16170, 1.13656], [1.54989, -0.45462, 0.11501], [-0.55362, -1.33971, 0.26616], [0.01234, 1.66234, -0.84821]],
  "mulliken_charge": [0.181, -0.773, 0.067, -0.649, 0.397, 0.247, 0.372, 0.408, 0.368, 0.217, 0.182, 0.266, -0.476, -0.480, -0.328]
}

***

Best to worst by energy: one, two.

***

--- one ---
{
  "formula": "C2H8N4O",
  "method": "ωB97M-V with the def2-TZVPD basis set",
  "orbital_gap_ev": [8.2, 7.6],
  "charge": 0,
  "multiplicity": 1,
  "symbols": ["C", "C", "N", "N", "O", "N", "N", "H", "H", "H", "H", "H", "H", "H", "H"],
  "xyz": [[-0.70967, 0.30086, -0.36995], [-1.34018, -0.90561, 0.30063], [0.04075, 1.19746, 0.33137], [0.65144, 0.76490, 1.43916], [-1.63721, 0.92745, -1.20562], [1.57579, 0.16586, -1.39941], [2.41162, -0.32599, -0.68840], [-1.28829, 1.81001, -1.39376], [0.22280, -0.16537, -1.18865], [1.39444, 1.38924, 1.72722], [0.93904, -0.20989, 1.50249], [2.25298, -1.33168, -0.44885], [-1.96678, -0.58536, 1.13560], [-1.96189, -1.43400, -0.42060], [-0.58483, -1.59788, 0.67880]],
  "mulliken_charge": [0.577, -1.169, -0.393, -0.339, -0.533, -0.104, -0.284, 0.346, 0.193, 0.272, 0.179, 0.235, 0.352, 0.350, 0.318]
}

***

--- two ---
{
  "formula": "C2H8N4O",
  "method": "ωB97M-V with the def2-TZVPD basis set",
  "smiles": "[H]/N=C/N.NC(N)=O",
  "orbital_gap_ev": 10.1,
  "charge": 0,
  "multiplicity": 1,
  "symbols": ["N", "C", "N", "H", "H", "H", "H", "N", "C", "N", "O", "H", "H", "H", "H"],
  "xyz": [[0.45598, 0.84782, -2.18463], [1.09513, -0.34898, -1.84539], [1.68254, -0.48874, -0.71228], [0.24525, 1.47061, -1.42178], [-0.21781, 0.79201, -2.98020], [1.03846, -1.12208, -2.69023], [2.26887, -1.33111, -0.74762], [0.30769, -0.18511, 1.91206], [-1.02598, 0.26723, 1.96841], [-1.76766, 0.02741, 0.80639], [-1.48689, 0.85783, 2.93472], [0.82215, 0.06198, 2.75996], [0.87474, -0.19639, 1.07575], [-1.48067, -0.80405, 0.26283], [-2.81180, 0.15157, 0.86203]],
  "mulliken_charge": [-0.447, 0.071, -0.666, 0.263, 0.240, 0.280, 0.182, -0.354, 0.438, -0.423, -0.603, 0.242, 0.302, 0.232, 0.243]
}

***

Best to worst by energy: two, one.

***

--- one ---
{
  "formula": "C2H8N4O",
  "method": "ωB97M-V with the def2-TZVPD basis set",
  "smiles": "C=[NH+][O-].N=C(N)N",
  "orbital_gap_ev": [9.0, 8.6],
  "charge": 0,
  "multiplicity": 1,
  "symbols": ["C", "C", "N", "N", "N", "N", "O", "H", "H", "H", "H", "H", "H", "H", "H"],
  "xyz": [[1.59523, 0.02143, -0.10292], [-3.39890, -0.63778, 0.34391], [2.85558, -0.23143, 0.04635], [1.10174, 1.25035, 0.00424], [-1.90645, 0.04440, -0.11224], [0.71292, -0.95282, -0.23853], [-1.84614, 1.29109, 0.18170], [-3.96529, 0.19753, 0.68538], [-3.77731, -1.54076, -0.11187], [3.42887, 0.57175, 0.03741], [3.26295, -1.07777, -0.29848], [1.54592, 2.16037, 0.01288], [0.08739, 1.20634, -0.14109], [-0.89018, -0.48247, -0.12166], [1.19367, -1.82024, -0.18509]],
  "mulliken_charge": [0.566, -0.602, -0.375, -0.263, 0.102, -0.721, -0.562, 0.319, 0.284, 0.217, 0.230, 0.202, 0.103, 0.410, 0.089]
}

***

--- two ---
{
  "formula": "C2H8N4O",
  "method": "ωB97M-V with the def2-TZVPD basis set",
  "smiles": "C[C@@](N)(O)/N=N/N",
  "orbital_gap_ev": 10.3,
  "charge": 0,
  "multiplicity": 1,
  "symbols": ["C", "N", "C", "N", "N", "O", "N", "H", "H", "H", "H", "H", "H", "H", "H"],
  "xyz": [[0.49640, 0.85242, 1.29960], [-0.52842, -1.56463, 0.03314], [0.26859, 0.53946, -0.18171], [-1.43552, -2.46280, -0.26388], [-0.11064, 1.73339, -0.87360], [1.49201, -0.11312, -0.74603], [-0.79324, -0.39804, -0.37677], [2.29436, 0.31673, -0.42166], [-1.27046, -3.39162, 0.08265], [-2.28447, -2.20303, -0.75928], [0.65619, 2.39273, -0.92391], [-0.44105, 1.51980, -1.80555], [0.82447, -0.05546, 1.79574], [-0.42634, 1.21204, 1.73631], [1.25812, 1.62212, 1.40496]],
  "mulliken_charge": [-1.541, 0.123, 0.946, -0.499, -0.538, -0.592, -0.319, 0.324, 0.219, 0.241, 0.243, 0.258, 0.395, 0.375, 0.366]
}

***

--- three ---
{
  "formula": "C2H8N4O",
  "method": "ωB97M-V with the def2-TZVPD basis set",
  "smiles": "[H]/N=C/N.NC(N)=O",
  "orbital_gap_ev": 9.9,
  "charge": 0,
  "multiplicity": 1,
  "symbols": ["N", "C", "N", "O", "H", "H", "H", "H", "N", "C", "N", "H", "H", "H", "H"],
  "xyz": [[1.59696, -1.04481, 1.91839], [1.84691, -0.16105, 0.87634], [1.02860, 0.96807, 0.76364], [2.77333, -0.40099, 0.10436], [0.77638, -0.99456, 2.48230], [2.12325, -1.92965, 1.84782], [1.47139, 1.56976, 0.07484], [-0.01846, 0.93483, 0.69356], [-1.07626, -0.12578, -2.04730], [-1.99579, 0.32281, -1.18341], [-1.65182, 0.46870, 0.09142], [-1.31637, -0.57197, -2.94353], [-0.24253, -0.48415, -1.61703], [-2.92517, 0.51902, -1.71424], [-2.39041, 0.92976, 0.65285]],
  "mulliken_charge": [-0.418, 0.563, -0.486, -0.644, 0.204, 0.232, 0.262, 0.333, -0.367, 0.043, -0.646, 0.245, 0.202, 0.314, 0.162]
}

***

Best to worst by energy: three, two, one.